Record 1
93
Properties=species:S:1:pos:R:3 method="wB97M-V/def2-TZVPD" e_homo_ha="-0.2163 / -0.2180" energy_ev=-97616.7312 spin_multiplicity=4 s_squared=3.75 homo_lumo_gap_ev="5.9 / 6.0" relative_energy_ev=3.0562
Nd -0.82676 -0.37533 0.59859
Cl -3.32549 -1.39862 0.49695
Cl 0.77500 3.10436 -2.64812
Si -1.84266 -2.48034 3.84238
Si 2.08807 1.60618 -3.13139
O 1.71812 -0.43870 2.00622
O -1.57752 0.42588 -1.19507
O 0.79536 -1.88974 -0.36038
O -0.34170 1.77353 1.81080
N 1.03941 3.30885 2.85896
N 1.73052 -3.58127 -1.58947
N 2.85536 -1.64409 3.61925
C 0.72733 -3.04393 -0.90679
C 3.01365 -2.89681 -1.71774
C -1.42346 1.75959 -5.79068
C -2.95803 2.34615 -1.68876
C -2.48282 0.95079 -2.12174
C 1.51115 -4.84759 -2.27585
C -3.03876 2.65993 -0.22233
C 2.76795 1.82831 -4.85343
C 1.08259 4.25592 1.74361
C -0.77293 -1.91732 5.28121
C -1.54081 1.88288 -4.39562
C 0.29732 2.20573 2.83593
C -3.37108 -1.37644 3.78015
C -3.27959 3.31396 -2.59262
C -2.07703 0.84425 -3.61081
C -2.40654 -4.23394 4.18813
C -1.85546 0.59631 -6.42911
C 1.05262 0.01277 -3.39999
C 1.80387 3.61773 4.06618
C -3.71216 4.68794 -2.22669
C 2.60555 1.36263 -1.31252
C -2.37682 -0.36543 -4.25291
C 3.58641 -2.48583 2.67591
C -2.33853 -0.46014 -5.64574
C 2.06019 -0.64389 3.19794
C -0.87710 -2.48051 2.24642
C 3.20887 -1.73111 5.04216
H -1.35520 -1.98665 6.21175
H -3.23941 -0.47564 3.16542
H 1.83279 5.01116 1.97963
H -1.57291 -4.92591 4.01240
H -2.73421 -1.35730 -6.11545
H 0.11871 4.76758 1.61427
H -3.91895 3.28206 0.01519
H 3.17804 0.87865 -5.23192
H 1.72582 1.57011 -0.68858
H -0.16357 -3.66793 -0.80975
H 0.50934 -0.22410 -2.46346
H 1.37433 3.74705 0.81755
H 3.36491 -2.78075 5.32993
H 0.80794 -4.72772 -3.10817
H 1.94833 2.09914 -5.53083
H 1.67506 -0.00037 4.01549
H -1.00262 2.58154 -6.36886
H -3.74266 5.29804 -3.13905
H 3.56311 2.57716 -5.00769
H 3.76939 -3.44757 3.15498
H -2.15026 3.24308 0.09108
H -3.64228 -1.06366 4.79990
H 4.55371 -2.03239 2.43191
H 1.71367 -0.82766 -3.69649
H -3.36444 0.29644 -2.02386
H -4.21243 -1.93208 3.34207
H 2.39816 -1.31304 5.66480
H -3.02461 5.16290 -1.51050
H 3.49675 -2.73226 -0.74475
H 2.98981 -2.61794 1.77582
H -2.68613 -1.20026 -3.62743
H 3.39456 2.08551 -1.04797
H 2.35767 4.55076 3.91651
H 0.26998 1.62344 3.76542
H -2.73866 -4.33940 5.22801
H -1.35067 -3.13343 1.47177
H -4.71834 4.69676 -1.77912
H 0.30313 0.17470 -4.18588
H 2.94222 0.35639 -1.04818
H 1.13841 3.72520 4.93605
H -3.28633 3.09192 -3.64749
H 2.46036 -5.23466 -2.64910
H -0.42746 -0.88131 5.17458
H -3.22775 -4.52357 3.52037
H 0.17895 -2.81307 2.32028
H 2.91940 -1.91885 -2.20998
H -1.85808 0.53475 -7.52242
H 3.65988 -3.54639 -2.31290
H -1.28826 2.84409 -3.94368
H 2.53088 2.81893 4.27269
H 0.11239 -2.55725 5.39063
H 1.07884 -5.57875 -1.58924
H -3.09382 1.74838 0.38805
H 4.13844 -1.17849 5.27319

=====

Record 2
50
Properties=species:S:1:pos:R:3 method="wB97M-V/def2-TZVPD" e_homo_ha="-0.2808 / -0.3394" energy_ev=-88564.2507 spin_multiplicity=4 s_squared=3.75 homo_lumo_gap_ev="7.1 / 7.9" relative_energy_ev=4.6948
Ti -0.30648 0.10451 -1.26681
S 3.62679 -1.47668 -2.50391
S 1.84214 -3.32516 -2.60681
F 4.63740 1.00425 -1.80575
F 4.23392 0.72489 -3.91739
F 2.56957 1.04901 -2.56009
F 2.04479 -3.33758 -5.20977
F 0.15058 -2.40551 -4.53132
F 0.43348 -4.54835 -4.49169
O 4.23836 -2.02791 -3.72028
O 1.12398 -0.08241 5.84458
O 4.39574 -1.73810 -1.31263
O 3.06390 -4.18556 -2.79930
O 0.80619 -3.89777 -1.73541
O -3.39705 0.17241 -1.60073
N -2.27307 2.52137 -1.39779
N 2.09292 -1.54903 -2.41925
N 1.27264 0.77893 2.28844
C -4.30715 1.21902 -1.77224
C 1.71246 -1.53174 3.05420
C 1.07203 -3.31988 -4.34379
C -4.21872 3.80077 -1.45412
C 1.66721 0.46817 4.69309
C 1.32972 0.59278 7.03032
C 3.75088 0.49689 -2.73841
C -3.67903 2.40227 -1.09451
C 1.16455 -0.15964 3.40741
C -3.87884 -1.13099 -2.00166
H -5.28442 1.02893 -1.32849
H 1.66218 -2.11739 3.97212
H 2.39685 0.43232 7.18398
H -3.69541 4.62602 -0.97119
H -1.74602 2.97600 -0.66591
H -5.25840 3.92308 -1.15048
H -4.17274 3.96634 -2.53050
H -4.14130 -1.15520 -3.05931
H 0.78772 0.27566 7.92126
H -4.67729 -1.45687 -1.33502
H 0.10172 -0.33799 3.57079
H 1.02526 1.67569 2.68178
H -2.20331 3.24387 -2.10010
H 2.26427 0.93032 2.17079
H 2.75471 -1.68847 2.77629
H -3.78347 2.24874 -0.02044
H -4.41121 1.19903 -2.85708
H 2.75043 0.39048 4.59966
H 1.19990 -2.05969 2.25005
H -3.09656 -1.85801 -1.78352
H 1.08267 1.65392 6.99807
H 1.27557 1.48415 4.64298

=====

Record 3
24
Properties=species:S:1:pos:R:3 method="wB97M-V/def2-TZVPD" total_charge=+2 e_homo_ha=-0.6146 energy_ev=-12956.2416 homo_lumo_gap_ev=6.1 relative_energy_ev=1.3770
N -1.11389 -0.29658 -0.25886
N 1.20806 -0.16593 0.15766
N 0.38093 -1.72606 -1.34975
C 1.02029 0.92648 0.89800
C 0.18096 -0.75240 -0.59210
C -0.23839 1.46538 1.23282
C -0.24069 2.54630 2.17447
C 1.77055 -2.22880 -1.40706
C -0.90338 3.86853 2.22412
C -0.64333 -2.46880 -2.06373
C -1.35685 0.68664 0.53037
H 1.76904 -3.06384 -2.02271
H -0.44690 -3.52453 -1.90243
H 1.88020 1.15569 1.47706
H -0.51983 2.17128 3.15584
H 0.83341 2.59493 2.50638
H -1.87856 4.13831 1.58003
H -1.65389 -2.22999 -1.64862
H 2.44939 -1.36860 -1.72414
H -0.53507 4.67235 2.78587
H 2.09393 -0.64178 0.44213
H 2.05366 -2.47021 -0.30756
H -2.35525 0.96322 0.69825
H -0.51025 -2.18345 -3.11267